[1]
Here is C3H5NO2 in the gas phase in a non-equilibrium geometry from the Open Molecules 2025 dataset. Energies are from wB97M-V/def2-TZVPD.

Summary:
Molecular weight, g/mol: 87.08
HOMO-LUMO gap, eV: 11.57
SMILES string: N#C[C@H](O)CO
HOMO energy, Ha: -0.4055
Energy above the lowest of the compared OMol25 structures with the same formula, charge and spin, kJ/mol: 304.9

Last column: natural (NBO) charge in e.
Element x y z (Å)
N -0.49864 -2.30301 -1.61140  -0.26
C 0.02823 -1.45644 -1.02647  0.23
C 0.16749 -0.56281 0.12543  0.01
O -1.06878 -1.28863 0.71533  -0.77
C 0.13047 0.94619 -0.26100  -0.09
O 0.91621 1.69840 0.64172  -0.72
H 1.13501 -0.72824 0.64135  0.23
H -1.53149 -1.21698 1.57181  0.50
H -0.91587 1.25685 -0.25745  0.19
H 0.52086 1.07960 -1.28652  0.18
H 0.69933 2.63420 0.52899  0.48



[2]
Here is 3 unconnected molecules or ions with the total composition C20H48N7O14P4 in a non-equilibrium geometry from the Open Molecules 2025 dataset. Energies are from wB97M-V/def2-TZVPD.

Summary:
Molecular weight, g/mol: 734.54
HOMO-LUMO gap, eV: 6.78
Charge: +1
HOMO energy, Ha: -0.4207

Last column: Mulliken charge in e.
Element x y z (Å)
C -0.92697 -4.10627 -2.30933  -0.62
C -0.63207 -4.25034 -3.93033  -0.35
O -1.33001 -3.20781 -4.70701  -0.34
N -1.13148 -1.98029 -4.19602  0.35
N 0.05222 -1.35124 -3.75805  0.10
C -0.22998 0.06596 -3.30532  0.15
N 0.57197 1.06654 -2.82052  0.53
N 0.20101 2.33794 -2.44231  0.02
C -0.47756 3.13138 -3.52751  0.41
C -2.03365 3.64436 -3.24275  -0.63
O 0.16132 3.44164 -4.68822  -0.52
C -0.48693 2.41164 -1.10687  0.28
C -1.61670 1.39173 -0.50304  -0.39
O -0.13147 3.45144 -0.30120  -0.53
P 2.35040 0.69745 -2.71897  0.53
N 3.10382 2.16646 -2.73552  -0.77
O 2.80125 -0.03276 -1.18770  -0.45
O 2.95387 -0.15355 -4.12092  -0.44
N -1.72776 0.14148 -3.49681  -0.06
C -2.37173 -1.10707 -4.05800  0.10
P -4.21491 -1.43276 -4.43159  0.25
N -5.28913 -0.24710 -3.57267  -0.57
O -4.48503 -1.06835 -6.12997  -0.50
H -2.08102 -4.03762 -2.09406  0.20
H -0.40290 -5.02360 -1.79501  0.40
H -0.44582 -3.12315 -1.84153  0.12
H 0.52562 -4.13296 -4.19588  0.21
H -0.97115 -5.29600 -4.37673  0.33
H 0.98251 -1.82433 -3.75751  0.17
H -2.07003 4.40723 -2.35584  0.31
H -2.38166 4.16620 -4.25782  0.33
H -2.75330 2.74038 -3.01498  0.04
H -2.53199 1.30417 -1.26414  0.02
H -2.07713 1.79342 0.50305  0.34
H -1.14635 0.30241 -0.39897  0.14
H 3.72095 2.17733 -3.59656  0.23
H 2.80905 -1.03345 -1.24169  0.32
H 3.07697 -1.11072 -3.78961  0.33
H -5.40336 -0.59858 -2.58006  0.30
H -4.80142 0.69734 -3.56666  0.31
H -4.00277 -0.21034 -6.35167  0.35
O 6.40089 2.50795 2.48010  -0.73
P 6.80603 1.07010 2.88716  1.03
O 7.80509 0.87797 1.56448  -0.39
C 8.73122 1.89403 1.19489  -0.29
C 10.05361 1.74969 1.92377  -1.00
O 5.47036 0.32709 2.22875  -0.32
C 4.25259 1.03399 2.05994  -0.45
C 4.16516 1.62184 0.66168  -0.74
O 7.25871 -0.53648 3.34199  -0.35
C 8.56901 -1.05861 3.30037  -0.06
C 9.35620 -0.66665 4.53053  -1.12
H 8.33063 2.89808 1.35253  0.33
H 8.90523 1.79025 0.11916  0.30
H 9.91568 1.85429 3.00299  0.18
H 10.76460 2.51232 1.59315  0.40
H 10.50137 0.76850 1.73985  0.27
H 4.13304 1.80101 2.83202  0.35
H 3.43566 0.31813 2.19789  0.34
H 5.03518 2.23915 0.42022  0.34
H 3.26491 2.23358 0.55466  0.28
H 4.13618 0.82335 -0.08742  0.14
H 9.09200 -0.79933 2.37697  0.21
H 8.47615 -2.14564 3.28409  0.33
H 9.35419 0.41375 4.68133  0.27
H 10.39097 -1.01850 4.44831  0.34
H 8.91063 -1.11645 5.42354  0.34
O -5.71981 -2.39210 3.35923  -0.73
P -5.33931 -1.03006 2.72893  0.98
O -6.87894 -0.76700 2.14169  -0.34
C -8.02061 -0.97390 2.96659  -0.31
C -8.36813 0.26115 3.77570  -0.98
O -4.70503 -1.66541 1.32765  -0.29
C -4.18486 -2.98434 1.29588  -0.23
C -5.24691 -3.96677 0.83195  -1.08
O -4.91415 0.49184 2.02467  -0.30
C -5.69012 1.66848 2.09248  -0.06
C -5.46837 2.39866 3.39795  -1.15
H -7.90082 -1.83056 3.63384  0.32
H -8.85658 -1.20893 2.30014  0.30
H -7.55423 0.52043 4.45764  0.18
H -9.27260 0.09558 4.36810  0.41
H -8.54378 1.12331 3.12541  0.27
H -3.76716 -3.26568 2.26803  0.38
H -3.35471 -2.99268 0.58198  0.21
H -6.15911 -3.89945 1.43168  0.31
H -4.87306 -4.99331 0.88260  0.38
H -5.54060 -3.75238 -0.20118  0.24
H -6.74906 1.48121 1.90017  0.20
H -5.35840 2.31372 1.27752  0.34
H -5.64128 1.74818 4.25641  0.26
H -6.13099 3.26919 3.46443  0.36
H -4.43343 2.74921 3.46384  0.34



[3]
Here is C2H6N4O2 in the gas phase in a non-equilibrium geometry from the Open Molecules 2025 dataset. Energies are from wB97M-V/def2-TZVPD.

Summary:
Molecular weight, g/mol: 118.10
HOMO-LUMO gap, eV: 9.39
SMILES string: N/N=C(\NN)C(=O)O
HOMO energy, Ha: -0.3307
Energy above the lowest of the compared OMol25 structures with the same formula, charge and spin, kJ/mol: 164.9

Last column: natural (NBO) charge in e.
Element x y z (Å)
N 0.32191 0.63773 -2.27786  -0.69
N -0.18034 1.31771 -1.14100  -0.25
C -0.20188 0.55532 -0.10736  0.23
N 0.19877 -0.78711 -0.14417  -0.49
N 0.51701 -1.40826 1.08044  -0.65
C -0.78592 1.16639 1.20874  0.75
O -1.13147 2.29454 1.18087  -0.53
O -0.94023 0.37007 2.25801  -0.69
H -0.25545 -0.17757 -2.47288  0.34
H 0.11914 1.28628 -3.05565  0.37
H 0.83332 -0.98061 -0.92534  0.39
H 1.51978 -1.47422 1.21843  0.35
H 0.31888 -2.39165 1.01672  0.37
H -0.33353 -0.40863 2.16105  0.50



[4]
Here is a molecular structure, C7H28FN14O7V in a non-equilibrium geometry from the Open Molecules 2025 dataset. Energies are from wB97M-V/def2-TZVPD.

Summary:
Molecular weight, g/mol: 490.33
HOMO-LUMO gap (spin up / spin down), eV: 9.38 / 10.10
Charge: +2
HOMO energy (spin up / spin down), Ha: -0.5304 / -0.5317
Multiplicity: 3
Energy above the lowest of the compared OMol25 structures with the same formula, charge and spin, kJ/mol: 325.4

Last column: Mulliken spin population.
Element x y z (Å)
V -18.01580 -10.58924 -0.07848  1.89
F -18.09958 -9.00613 1.29558  0.01
C -16.76855 -13.65496 -0.35802  0.00
O -17.08417 -12.50967 -0.26545  0.01
N -17.19745 -14.68535 0.35826  0.00
N -15.95827 -14.12376 -1.29985  0.00
H -17.90939 -14.50548 1.05173  0.00
H -16.91671 -15.63761 0.17257  0.00
H -15.63900 -15.07423 -1.42141  0.00
H -15.86159 -13.44719 -2.04348  0.00
C -17.62547 -7.91804 -1.79260  0.00
O -17.84556 -9.04211 -1.52977  0.01
N -17.66035 -7.39717 -2.97548  0.00
N -17.24742 -7.06944 -0.87569  0.00
H -17.46913 -6.40956 -3.06582  0.00
H -18.02233 -7.85579 -3.79933  0.00
H -17.19347 -6.10682 -1.17660  0.00
H -17.23062 -7.42389 0.06993  0.00
C -16.52682 -11.35820 3.20236  0.01
O -16.95927 -11.30442 2.03245  0.00
N -16.42950 -12.30722 4.05988  0.00
N -15.99701 -10.28513 3.75623  0.00
H -15.87004 -12.16239 4.88821  0.00
H -16.75160 -13.22154 3.77639  0.00
H -16.00764 -9.35260 3.36847  0.00
H -15.61339 -10.41153 4.68196  0.00
C -21.14998 -9.32966 -0.97332  0.00
O -20.09051 -9.80494 -0.52838  0.01
N -22.22774 -9.05589 -0.31511  0.00
N -21.38849 -8.87864 -2.17719  0.00
H -22.95648 -8.56852 -0.81663  0.00
H -22.43588 -9.38548 0.61662  0.00
H -20.58701 -8.74387 -2.77682  0.00
H -22.30162 -8.52329 -2.42219  0.00
C -14.74753 -10.15025 -0.20234  0.00
O -15.93671 -10.15604 -0.32253  0.02
N -13.90008 -10.52168 -1.15666  0.00
N -14.07520 -9.66470 0.87564  0.00
H -14.22213 -10.84177 -2.05883  0.00
H -12.90366 -10.41209 -1.03321  0.00
H -14.62825 -9.19616 1.57901  0.00
H -13.08037 -9.62626 1.04570  0.00
C -19.24626 -12.20480 -2.83047  0.00
O -18.94948 -11.55870 -1.84239  0.01
N -20.39146 -12.21280 -3.41112  0.00
N -18.44878 -12.92500 -3.59648  0.00
H -21.05991 -11.54812 -3.04852  0.00
H -20.58888 -12.61527 -4.31619  0.00
H -18.68667 -13.34292 -4.48465  0.00
H -17.48460 -12.79698 -3.32435  0.00
C -20.10072 -12.83059 1.00064  0.00
O -19.46804 -11.81620 0.89456  0.01
N -21.18593 -12.98466 0.40632  0.00
N -19.77738 -13.81454 1.79821  0.00
H -21.53812 -12.24213 -0.18082  0.00
H -21.66685 -13.87274 0.39435  0.00
H -18.94999 -13.76638 2.37545  0.00
H -20.46503 -14.54607 1.90814  0.00



[5]
Here is C5H8N4 in the gas phase in a non-equilibrium geometry from the Open Molecules 2025 dataset. Energies are from wB97M-V/def2-TZVPD.

Summary:
Molecular weight, g/mol: 124.15
HOMO-LUMO gap, eV: 9.23
SMILES string: CC1=NN=N[C@]2(C)N[C@H]12
HOMO energy, Ha: -0.3362
Energy above the lowest of the compared OMol25 structures with the same formula, charge and spin, kJ/mol: 364.1

Last column: natural (NBO) charge in e.
Element x y z (Å)
C 1.11408 -2.24785 -0.26919  -0.66
C 0.67410 -0.91469 -0.73663  0.28
N 0.27031 -0.73854 -1.94992  -0.32
N -0.65149 0.13938 -2.27647  0.04
N -1.21687 0.78078 -1.30676  -0.23
C -0.60725 0.97345 -0.08592  0.23
C -1.47326 1.35662 1.04342  -0.62
N 0.72617 1.62324 -0.11128  -0.54
C 0.75142 0.21729 0.19065  -0.14
H 1.13525 -2.99693 -1.06939  0.25
H 2.16867 -2.30141 0.21972  0.24
H 0.25685 -2.54169 0.43917  0.24
H -0.90186 1.65050 1.89301  0.21
H -1.96417 2.27606 0.73129  0.24
H -2.12570 0.54717 1.17799  0.23
H 0.86063 2.19021 0.82514  0.37
H 0.98310 -0.01360 1.28519  0.21



[6]
Here is a molecular structure, C38H52HfN2O2P2 in a non-equilibrium geometry from the Open Molecules 2025 dataset. Energies are from wB97M-V/def2-TZVPD.

Summary:
Molecular weight, g/mol: 809.28
HOMO-LUMO gap, eV: 5.67
Charge: +2
HOMO energy, Ha: -0.4373
Energy above the lowest of the compared OMol25 structures with the same formula, charge and spin, kJ/mol: 0.0

Last column: Mulliken charge in e.
Element x y z (Å)
Hf -0.37389 0.61620 1.06469  0.33
C 1.61218 -0.68812 -0.52333  0.06
C 1.57248 0.75666 -0.57128  1.61
C 1.73177 0.11704 1.65297  1.03
C 1.70067 -1.08413 0.83406  1.29
C 1.71919 1.25640 0.77755  -0.16
C 1.91176 -1.60622 -1.66652  -2.16
H 1.69746 -1.15061 -2.63873  0.41
H 1.32155 -2.52346 -1.60167  0.45
H 2.96788 -1.90806 -1.68255  0.37
C 2.25663 -2.36448 1.31169  -0.96
H 2.39463 -3.11957 0.53059  0.49
H 1.58758 -2.78315 2.05392  -0.10
H 3.22319 -2.24105 1.81085  0.33
C 1.92251 0.19046 3.11366  -1.03
H 2.67408 0.97633 3.22711  0.59
H 2.30535 -0.76562 3.46973  0.16
H 1.04817 0.46432 3.72151  0.01
C 1.47593 2.66371 1.23313  -1.38
H 2.37716 3.10511 1.70114  0.45
H 0.68023 2.77147 1.99885  0.37
H 1.15567 3.32523 0.41707  0.36
C 1.97820 1.60510 -1.71480  -2.12
H 2.98234 1.95268 -1.49118  0.43
H 1.33601 2.46831 -1.82344  0.33
H 2.03129 1.05544 -2.64565  0.57
C -2.58152 -0.81844 -2.49896  -0.47
C -1.58750 -0.33186 -3.31305  -0.86
C -0.94612 1.03445 -3.37498  -0.14
C -1.60918 2.05596 -2.48056  0.35
C -1.46529 2.28529 -1.07589  0.38
C -2.97817 2.24183 -0.44630  -0.29
C -3.62376 0.76587 -0.35710  -0.89
C -3.66029 -0.28582 -1.55155  -0.70
H -0.91822 1.38223 -4.43205  0.56
H -2.60246 1.50354 -2.43243  -2.59
H 0.11827 1.01510 -3.09132  -0.46
H -4.62688 -0.14303 -2.08183  0.09
H -2.38752 -1.88671 -2.27212  0.56
H -0.86402 -1.12422 -3.61644  0.55
H -3.85938 -1.23515 -0.98480  0.72
H -3.42255 0.22019 0.62674  0.35
H -2.95869 2.62710 0.60367  0.69
H -4.67480 1.02799 -0.17593  0.78
H -1.67467 2.98839 -3.04034  0.10
H -1.09187 3.29066 -0.76509  0.19
P -3.83530 1.27274 -3.88245  1.12
C -5.27906 0.32239 -4.49784  -1.32
C -3.54278 2.42573 -5.29499  -1.48
P -3.92576 3.35113 -1.34385  0.62
C -4.75882 2.34021 -2.65386  -1.36
C -3.29822 4.75227 -2.36409  -1.26
C -5.37625 4.11534 -0.61173  -1.09
H -5.90782 -0.00582 -3.65564  0.46
H -4.92119 -0.54740 -5.07149  0.36
H -5.84706 1.00135 -5.15597  0.42
H -4.53677 2.70723 -5.66174  0.54
H -3.00852 1.86647 -6.07442  0.40
H -2.96325 3.30639 -4.99614  0.34
H -6.01251 4.37078 -1.48197  0.44
H -5.09644 5.04436 -0.09049  0.43
H -5.91427 3.41291 0.04475  0.37
H -5.47130 1.67210 -2.12151  0.69
H -5.28226 3.04938 -3.31686  0.76
H -2.99550 5.58722 -1.68948  0.48
H -4.16901 5.05380 -2.98938  0.46
H -2.46236 4.51352 -3.05195  0.31
O -1.25925 -2.94375 -0.15312  -0.57
C -1.44622 -2.64567 0.96930  -0.46
N -1.93630 -3.36216 2.06946  -0.17
C -1.48989 -2.72882 3.29203  2.69
C -1.31420 -1.31283 2.78698  -0.24
O -1.18017 -0.13305 3.30702  -0.99
N -1.22019 -1.35380 1.46252  0.41
C -2.47825 -2.84134 4.42896  -0.29
C -2.83749 -1.74056 5.21662  -0.38
C -3.62194 -1.94352 6.35886  -0.92
C -4.05530 -3.24182 6.68578  -0.47
C -3.68506 -4.33927 5.87518  -0.86
C -2.88543 -4.13120 4.74661  -0.23
C -0.13925 -3.24232 3.74306  -0.84
C 0.61685 -2.49009 4.64350  0.22
C 1.85479 -2.97595 5.07246  -0.86
C 2.31854 -4.20770 4.61786  -0.60
C 1.53763 -4.97357 3.75284  -0.99
C 0.29984 -4.49396 3.31623  0.53
H -2.14964 -4.35685 1.91432  0.45
H -2.49728 -0.74062 4.96633  0.48
H -3.89821 -1.08771 6.99574  0.41
H -4.67293 -3.41791 7.58313  0.39
H -4.00890 -5.36421 6.11652  0.39
H -2.55755 -4.97215 4.13521  0.36
H 0.19637 -1.54667 5.03223  0.56
H 2.43502 -2.38707 5.79604  0.47
H 3.28414 -4.58963 4.96520  0.42
H 1.86171 -5.96078 3.42336  0.44
H -0.33423 -5.10122 2.65048  0.34



Please write out number 5 again, unchanged.
Here is C5H8N4 in the gas phase in a non-equilibrium geometry from the Open Molecules 2025 dataset. Energies are from wB97M-V/def2-TZVPD.

Summary:
Molecular weight, g/mol: 124.15
HOMO-LUMO gap, eV: 9.23
SMILES string: CC1=NN=N[C@]2(C)N[C@H]12
HOMO energy, Ha: -0.3362
Energy above the lowest of the compared OMol25 structures with the same formula, charge and spin, kJ/mol: 364.1

Last column: natural (NBO) charge in e.
Element x y z (Å)
C 1.11408 -2.24785 -0.26919  -0.66
C 0.67410 -0.91469 -0.73663  0.28
N 0.27031 -0.73854 -1.94992  -0.32
N -0.65149 0.13938 -2.27647  0.04
N -1.21687 0.78078 -1.30676  -0.23
C -0.60725 0.97345 -0.08592  0.23
C -1.47326 1.35662 1.04342  -0.62
N 0.72617 1.62324 -0.11128  -0.54
C 0.75142 0.21729 0.19065  -0.14
H 1.13525 -2.99693 -1.06939  0.25
H 2.16867 -2.30141 0.21972  0.24
H 0.25685 -2.54169 0.43917  0.24
H -0.90186 1.65050 1.89301  0.21
H -1.96417 2.27606 0.73129  0.24
H -2.12570 0.54717 1.17799  0.23
H 0.86063 2.19021 0.82514  0.37
H 0.98310 -0.01360 1.28519  0.21